Molecular formula: C64H134Cl2F15N7O10
Method: DFT, the ωB97M-V functional and the def2-TZVPD basis

XYZ file:
```
232
Properties=species:S:1:pos:R:3:mulliken_charge:R:1
C -3.698 -0.354 2.504 0.7006
C -4.691 0.696 3.068 -0.7061
O -5.176 1.589 2.057 0.0268
C -6.175 2.497 2.397 0.2312
O -6.598 2.508 3.533 -0.5449
C -6.647 3.441 1.248 0.8073
F -6.532 4.724 1.654 -0.2629
F -5.925 3.272 0.112 -0.0860
F -7.969 3.232 0.993 -0.2954
H -4.095 -0.833 1.609 -0.0753
H -3.554 -1.100 3.285 0.2380
H -2.722 0.108 2.352 -0.4926
H -4.148 1.189 3.874 0.0776
H -5.513 0.118 3.491 0.5228
C -3.026 3.793 0.185 -0.4107
C -2.198 4.002 1.448 0.2365
O -3.015 4.062 2.582 0.5307
C -3.515 5.234 3.069 0.3223
O -3.485 6.289 2.439 -0.5707
C -4.214 5.038 4.455 0.8073
F -3.505 5.639 5.392 -0.2772
F -5.435 5.596 4.483 -0.2796
F -4.384 3.786 4.830 -0.1794
H -3.462 2.794 0.156 -0.6275
H -2.540 3.976 -0.773 0.1830
H -3.853 4.503 0.174 0.5792
H -1.542 4.866 1.339 0.1811
H -1.592 3.098 1.521 -0.9607
C -1.066 -1.504 -0.154 2.2490
C 0.238 -1.447 0.575 -0.1210
O 0.928 -0.224 0.228 0.3730
C 0.508 0.923 0.733 -0.2258
O -0.376 1.055 1.577 -0.2036
C 1.195 2.210 0.046 0.2547
F 0.270 3.098 -0.244 0.0403
F 2.071 2.747 0.887 -0.2041
F 1.821 1.877 -1.103 0.1073
H -0.966 -1.311 -1.222 -0.6216
H -1.712 -0.717 0.236 -0.3443
H -1.565 -2.438 0.104 -0.8275
H 0.955 -2.243 0.374 -0.3464
H 0.018 -1.331 1.637 0.0926
C 0.609 6.771 0.037 -0.2574
C 1.874 7.547 0.272 -0.2934
O 2.305 7.440 1.634 -0.3012
C 2.904 6.321 2.160 0.2970
O 3.121 5.300 1.470 -0.3585
C 3.375 6.355 3.622 0.7843
F 3.062 5.293 4.336 -0.2038
F 4.697 6.416 3.599 -0.2635
F 2.888 7.454 4.261 -0.2707
H 0.349 6.861 -1.018 0.3340
H -0.214 7.089 0.677 0.5314
H 0.667 5.725 0.337 -0.5197
H 1.776 8.620 0.110 0.3375
H 2.688 7.216 -0.373 0.2200
C 1.538 -0.576 -3.703 -0.1666
C 0.836 -1.551 -4.672 -0.8603
O -0.237 -2.307 -4.133 -0.0065
C -1.463 -1.993 -4.345 0.4124
O -1.849 -0.958 -4.908 -0.6025
C -2.469 -3.203 -3.916 0.8381
F -1.805 -4.383 -3.887 -0.2380
F -3.034 -2.854 -2.742 -0.1753
F -3.433 -3.263 -4.820 -0.2603
H 2.597 -0.500 -3.948 0.4810
H 1.575 -0.927 -2.671 -0.1468
H 1.130 0.434 -3.666 0.0694
H 1.601 -2.314 -4.816 0.3634
H 0.656 -1.148 -5.668 0.2923
Cl 3.525 -2.642 0.660 -0.0360
C 4.130 -2.410 2.291 -0.5637
C 4.638 -3.725 2.852 -0.2001
Cl 4.933 -3.532 4.585 -0.2147
H 3.271 -2.085 2.877 0.0326
H 4.883 -1.628 2.394 0.5076
H 5.597 -4.047 2.447 0.3975
H 3.893 -4.520 2.822 0.0634
C 4.818 0.059 -1.070 -0.8836
C 5.192 0.971 -2.326 -0.7948
N 5.999 2.081 -1.939 0.1936
C 6.736 2.591 -3.085 -0.0159
C 7.890 1.632 -3.562 -1.5981
C 5.218 3.219 -1.311 0.5450
C 6.026 4.332 -0.710 -1.5943
H 5.725 -0.267 -0.561 0.4048
H 4.227 -0.790 -1.413 0.2409
H 4.224 0.591 -0.327 0.0632
H 5.859 0.290 -2.855 0.3902
H 4.384 1.196 -3.022 0.4278
H 6.110 2.845 -3.940 0.0830
H 7.237 3.493 -2.733 0.3720
H 7.536 0.986 -4.366 0.3530
H 8.707 2.201 -4.005 0.4786
H 8.416 1.162 -2.731 0.3323
H 4.609 2.732 -0.550 -0.2448
H 4.638 3.534 -2.179 0.2077
H 6.739 3.895 -0.011 0.4932
H 5.498 5.032 -0.063 0.1501
H 6.499 4.909 -1.505 0.3281
C -0.228 -7.939 5.087 -1.2705
C -1.080 -6.959 4.252 -0.9591
N -0.285 -6.167 3.310 0.9293
C 0.706 -5.321 3.937 -1.2863
C 1.009 -4.157 3.027 0.4355
C 0.307 -7.024 2.214 -0.0102
C -0.807 -7.838 1.526 -1.2173
H 0.608 -7.390 5.520 0.2521
H 0.114 -8.747 4.440 0.2755
H -0.796 -8.436 5.874 0.4417
H -1.910 -7.427 3.724 0.5536
H -1.630 -6.279 4.902 0.4724
H 0.268 -4.931 4.856 0.4845
H 1.572 -5.885 4.284 0.3372
H 1.418 -4.572 2.106 -0.3094
H 0.078 -3.740 2.644 -0.3932
H 1.585 -3.344 3.469 0.3782
H 1.030 -7.645 2.742 0.3170
H 0.893 -6.476 1.475 -0.1392
H -1.177 -8.625 2.184 0.3058
H -0.601 -8.282 0.553 0.4429
H -1.565 -7.084 1.315 0.0769
C 2.389 2.240 5.915 -1.4401
C 1.012 1.731 5.445 0.1536
N -0.156 2.561 5.742 0.1000
C 0.078 3.946 5.255 -1.6450
C 0.270 4.150 3.776 1.1985
C -1.426 2.006 5.252 0.8752
C -1.543 0.599 5.678 -1.8752
H 3.082 1.430 5.687 0.5022
H 2.361 2.407 6.992 0.3112
H 2.795 3.097 5.378 0.1567
H 1.068 1.420 4.401 -0.1255
H 0.911 0.788 5.981 0.5837
H -0.843 4.461 5.530 0.3066
H 0.749 4.578 5.837 0.3798
H 1.329 4.034 3.546 -0.0802
H -0.165 3.442 3.071 -0.9170
H -0.081 5.140 3.485 0.7002
H -1.550 2.090 4.173 -0.3739
H -2.327 2.499 5.618 0.1921
H -0.769 -0.046 5.263 0.3126
H -2.444 0.094 5.330 0.4684
H -1.587 0.600 6.768 0.3964
C -1.165 2.417 -3.337 0.4198
C -2.587 2.388 -3.927 -1.4790
N -3.500 1.920 -2.822 1.1230
C -4.835 2.443 -3.115 -0.8288
C -5.494 2.014 -4.506 -1.3488
C -3.380 0.424 -2.547 0.8722
C -4.235 0.069 -1.334 -0.9963
H -0.541 2.963 -4.043 0.2938
H -0.720 1.471 -3.027 -0.3480
H -1.146 3.123 -2.506 -0.2667
H -2.929 3.374 -4.244 0.5918
H -2.584 1.759 -4.817 0.3051
H -5.467 2.158 -2.274 0.2611
H -4.879 3.527 -3.010 0.5217
H -6.430 2.560 -4.623 0.4509
H -4.796 2.367 -5.265 0.2881
H -5.649 0.944 -4.642 0.2720
H -2.329 0.160 -2.436 -1.0954
H -3.789 -0.052 -3.439 0.4066
H -4.063 -0.979 -1.088 0.2292
H -5.299 0.142 -1.560 0.6488
H -3.994 0.715 -0.490 -0.3578
C 0.683 7.135 -5.215 -1.0554
C 1.200 5.640 -5.365 -0.1243
N 2.527 5.364 -4.694 0.1586
C 3.632 6.044 -5.310 -0.4929
C 5.086 5.694 -4.921 -1.1917
C 2.465 5.519 -3.250 -0.7141
C 1.282 4.761 -2.615 0.3086
H 0.304 7.370 -4.220 0.1649
H -0.121 7.345 -5.920 0.4630
H 1.508 7.805 -5.455 0.3018
H 0.404 4.935 -5.121 -0.1910
H 1.313 5.400 -6.422 0.5557
H 3.561 5.884 -6.386 0.4711
H 3.476 7.109 -5.139 0.3092
H 5.685 5.986 -5.784 0.5003
H 5.485 6.217 -4.052 0.2936
H 5.288 4.629 -4.801 0.1135
H 2.388 6.571 -2.972 0.3865
H 3.313 5.098 -2.710 0.0186
H 1.450 4.809 -1.539 -0.3827
H 1.113 3.724 -2.904 -0.2570
H 0.427 5.382 -2.882 0.4079
C 1.022 -4.459 -1.885 0.1114
C 2.231 -5.457 -1.805 -1.0035
N 2.165 -6.625 -2.751 0.2440
C 2.848 -7.780 -2.139 -0.4448
C 4.315 -7.482 -1.848 -0.9588
C 2.525 -6.270 -4.093 -0.0005
C 2.262 -7.322 -5.190 -1.4318
H 1.220 -3.434 -1.571 -0.3895
H 0.259 -4.832 -1.202 0.1166
H 0.724 -4.414 -2.932 0.1512
H 3.164 -4.943 -2.038 0.3596
H 2.279 -5.659 -0.735 0.3751
H 2.344 -8.033 -1.207 0.1795
H 2.780 -8.678 -2.752 0.4210
H 4.807 -8.324 -1.361 0.4370
H 4.915 -7.224 -2.720 0.2738
H 4.396 -6.657 -1.140 0.1678
H 3.606 -6.162 -4.187 0.2948
H 2.053 -5.329 -4.377 0.0511
H 2.771 -8.239 -4.890 0.3151
H 2.615 -7.019 -6.176 0.4008
H 1.195 -7.538 -5.235 0.3288
C -4.236 -6.108 -0.415 -1.2366
C -5.343 -5.361 0.300 -0.3313
N -4.948 -4.889 1.626 0.3228
C -3.885 -3.883 1.439 -0.1902
C -3.000 -3.738 2.665 -1.1646
C -6.095 -4.354 2.395 -0.5075
C -6.862 -5.580 2.991 -1.3267
H -3.716 -6.764 0.282 0.2378
H -3.556 -5.509 -1.021 0.1198
H -4.658 -6.874 -1.066 0.4847
H -5.730 -4.507 -0.255 0.3276
H -6.182 -6.056 0.333 0.4266
H -3.169 -4.122 0.652 -0.0102
H -4.330 -2.922 1.182 0.2987
H -2.190 -3.012 2.585 -0.0893
H -3.530 -3.520 3.593 0.4764
H -2.467 -4.683 2.769 0.2234
H -6.794 -3.838 1.736 0.3801
H -5.818 -3.658 3.186 0.3429
H -6.223 -6.203 3.618 0.2646
H -7.390 -6.124 2.208 0.3367
H -7.705 -5.177 3.553 0.4580
```

Summary:
Calculated total energy: -6072.84869 Eh
Kohn-Sham gap: 8.5 eV
Net charge: 0